ORCA calculation (the ωB97M-V functional and the def2-TZVPD basis) on a 9-piece molecular cluster, C33H43N8O overall at a distorted geometry.

Geometry as XYZ:
```
85
Properties=species:S:1:pos:R:3:forces:R:3
C -0.0554 0.0686 -0.3848 8.005 -7.616 3.087
O -0.3764 -1.2994 -0.0848 -0.344 0.971 -0.110
H 1.0906 0.2176 0.1182 -2.765 0.431 -2.309
H -0.6064 0.6296 0.0962 -5.346 5.967 5.411
H -0.3144 0.2666 -1.3038 0.045 1.276 -5.771
N 2.0416 0.1786 3.4732 0.727 -1.516 -2.371
C 3.0886 0.7256 4.2302 -1.079 -1.488 0.920
C 2.7066 2.0236 4.3942 0.476 2.584 1.788
C 1.4546 2.3506 3.6352 0.981 1.425 0.703
C 1.1776 1.1756 2.9842 2.018 -0.645 2.584
H 2.1086 -0.7704 2.9482 -0.161 2.191 1.588
H 3.8456 0.0616 4.8732 -1.879 1.695 -1.965
H 3.2826 2.6656 5.1762 -1.354 -0.823 -1.756
H 0.8626 3.3986 3.6192 1.700 -2.864 -0.087
H 0.4496 0.8526 2.3262 -1.340 -0.286 -1.133
N 1.0926 -1.9194 -2.2778 0.724 -2.882 0.208
C 1.5506 -3.2594 -2.4848 -0.070 6.108 -2.990
C 2.1496 -3.3424 -3.6648 -1.242 4.915 -1.866
C 1.8926 -1.9534 -4.2788 1.354 -2.377 1.420
C 1.3336 -1.1724 -3.2948 -0.053 3.438 -6.400
H 0.6886 -1.5164 -1.5048 -1.775 -0.196 3.039
H 1.4156 -3.7784 -1.7138 -0.742 -4.887 5.902
H 2.8636 -3.9644 -4.0608 0.866 -1.949 -0.796
H 2.2616 -1.6334 -5.2158 0.171 0.263 -0.782
H 0.9566 -0.0644 -3.6608 0.889 -2.872 2.071
N -4.5074 2.0646 0.7342 -1.834 2.246 -2.576
C -4.0914 2.3136 -0.5618 2.718 -2.289 1.672
C -5.1124 2.6946 -1.3338 -2.351 -0.457 2.043
C -6.2714 2.7506 -0.3558 3.106 0.382 -3.607
C -5.8234 2.4806 0.8392 0.171 -0.615 6.243
H -3.8824 1.8066 1.4152 1.268 -0.495 2.172
H -3.0284 1.9476 -0.6728 -1.358 0.768 -0.766
H -5.1714 2.5976 -2.3808 -0.029 0.471 -0.958
H -7.1944 2.9886 -0.6548 -3.365 1.038 -0.766
H -6.3244 2.6696 1.9912 1.435 -0.970 -3.781
N 3.6606 -0.6374 -0.9138 -0.288 -0.175 -1.113
C 4.7356 -0.2624 -1.7558 -0.333 -2.105 -0.825
C 5.4576 0.7296 -1.1588 -0.436 1.143 1.165
C 4.6566 1.1336 0.0572 1.836 -0.453 -0.819
C 3.6106 0.2566 0.1282 1.820 0.358 -0.972
H 2.9796 -1.4314 -1.0938 1.233 1.707 0.103
H 4.8886 -0.8374 -2.7458 -0.201 1.078 2.018
H 6.4426 1.1446 -1.5188 -1.521 -0.417 0.430
H 4.9216 1.8766 0.8522 -0.375 -0.766 -1.129
H 2.8756 0.3166 0.8502 -1.395 -0.436 1.269
N 0.8426 -2.3514 2.0172 -0.952 -0.998 -0.119
C 0.0826 -2.8804 3.0642 0.407 2.192 1.205
C 0.9656 -3.1894 4.0842 2.064 -0.976 -3.741
C 2.3756 -3.1724 3.3822 -3.951 0.527 1.022
C 2.1886 -2.5984 2.1282 -0.722 -1.025 2.091
H 0.3996 -2.0164 1.1652 -0.470 0.690 -0.996
H -1.0574 -2.7284 3.2422 2.285 -0.198 -1.045
H 0.5596 -3.6624 4.9452 0.593 -0.252 0.914
H 3.1816 -3.7114 3.7732 1.361 -0.102 0.468
H 2.9316 -2.3384 1.3752 -0.474 -0.164 0.081
N -2.2724 -1.7404 -1.9808 -3.075 -2.822 -4.709
C -3.5784 -1.6994 -1.7398 -4.314 0.918 2.563
C -4.3304 -2.3954 -2.6598 1.785 -2.038 -1.947
C -3.2434 -3.0514 -3.5098 -1.733 -0.288 -1.377
C -1.9774 -2.6094 -3.0778 -3.937 1.242 1.342
H -1.6944 -1.4204 -1.3408 4.321 1.547 3.898
H -4.1394 -1.2564 -0.7448 2.204 -0.689 -2.667
H -5.4514 -2.5644 -2.8288 2.077 0.428 0.705
H -3.5624 -3.7644 -4.4518 1.342 2.032 2.533
H -1.0334 -2.4824 -3.5148 1.072 -0.639 -0.566
N 2.2746 2.2916 -2.2188 -3.562 -0.639 0.321
C 3.2396 3.2516 -2.2038 0.508 -2.163 0.131
C 2.6636 4.2976 -2.6988 -2.995 6.064 -1.902
C 1.1856 4.1806 -3.0148 7.514 -4.646 4.113
C 1.0116 2.9246 -2.5868 -1.384 -2.803 0.059
H 2.2606 1.4036 -1.7278 0.337 0.285 -0.127
H 4.2916 3.1316 -2.0088 -0.240 -0.412 0.422
H 3.0286 5.2986 -2.6358 0.946 0.400 -0.526
H 0.6056 4.7656 -3.5068 -3.678 3.872 -2.613
H -0.0464 2.4396 -2.5628 2.482 0.121 0.064
N -2.3534 -0.2714 1.8562 0.742 0.393 -1.232
C -2.2394 0.9226 2.5432 -1.498 -0.896 0.638
C -3.3324 1.0086 3.3562 -0.178 -1.397 1.000
C -4.1064 -0.2844 3.1562 -3.886 3.719 3.228
C -3.5004 -0.9214 2.1542 -2.290 -2.429 -0.578
H -1.7194 -0.6774 1.1962 1.031 -0.213 -0.855
H -1.5314 1.7336 2.5552 0.733 -0.662 -0.704
H -3.2894 1.8416 4.0902 -0.975 -0.922 -0.408
H -5.2904 -0.4514 3.6252 3.990 0.274 -1.589
H -4.1264 -1.7934 1.6372 2.612 1.793 0.719
```
Positions in Å, forces in eV/Å.

Values from the calculation:
Highest occupied orbital energy, eV: -5.70
DFT total energy, eV: -48875.261
Total charge: -1
Orbital gap, eV: 8.5445
Multiplicity: 1
Energy relative to the best compared isomer or geometry (same formula, charge and spin), kcal/mol: 125.69
Max |F|, eV Å⁻¹: 11.5

---

ORCA calculation (the ωB97M-V functional and the def2-TZVPD basis) on a 2-piece molecular cluster, C34H50N3O5Si overall at a distorted geometry.

Geometry as XYZ:
```
93
Properties=species:S:1:pos:R:3:forces:R:3
C -6.0637 0.5597 2.3253 0.036 -0.093 0.132
C -4.7300 0.0693 2.8674 0.303 -0.149 0.164
C -3.9019 1.1031 3.6414 -0.500 0.346 -0.035
C -2.6384 0.5237 4.2300 0.536 -0.656 -0.997
O -2.0627 -0.1678 3.0593 -0.472 1.028 0.855
C -0.8404 -0.6793 2.9089 0.035 -1.147 -1.051
C -0.7795 -1.7332 2.0467 0.163 0.259 1.232
O 0.1847 0.0041 3.4267 0.468 -0.238 -0.405
Si 1.7997 -0.0318 2.7294 0.054 -0.100 0.619
C 1.9650 -0.7412 1.0025 -0.201 -0.113 -0.228
C 2.1423 1.7870 2.5787 0.075 0.214 0.008
C 2.9670 -0.9344 3.9521 -0.489 0.227 -0.254
C 3.6072 -2.1683 3.2947 0.032 -0.032 0.082
C 2.1812 -1.3824 5.1982 0.213 -0.066 0.102
C 4.0834 0.0443 4.3541 0.088 -0.071 0.108
H -6.5601 -0.2766 1.8293 -0.114 0.119 0.009
H -6.7113 0.9110 3.1318 -0.019 0.045 -0.113
H -5.9492 1.3588 1.5877 0.035 0.035 0.109
H -4.8995 -0.7901 3.5313 -0.003 0.055 -0.171
H -4.1115 -0.2898 2.0357 -0.203 -0.042 0.181
H -3.6219 1.9113 2.9536 -0.088 -0.007 0.163
H -4.4902 1.5579 4.4478 0.012 -0.059 -0.086
H -1.9596 1.2983 4.5968 -0.065 -0.263 0.078
H -2.8332 -0.2326 4.9980 0.075 0.157 -0.049
H 0.1283 -2.3296 2.0196 -0.364 0.161 -0.402
H -1.7436 -2.1172 1.7247 0.356 -0.201 0.055
H 3.0104 -0.5872 0.6855 -0.278 0.026 0.145
H 1.7389 -1.8117 0.9115 0.186 0.395 -0.007
H 1.3246 -0.1910 0.2965 0.135 -0.146 0.113
H 3.1690 1.9503 2.2214 -0.254 0.045 0.129
H 1.4566 2.2404 1.8498 0.143 -0.040 0.116
H 2.0136 2.3042 3.5380 0.094 -0.035 -0.199
H 4.1959 -1.9116 2.4044 -0.123 -0.059 0.171
H 4.2896 -2.6305 4.0219 -0.092 0.011 -0.172
H 2.8630 -2.9257 3.0139 0.127 0.153 0.028
H 1.7348 -0.5378 5.7390 0.021 -0.177 -0.163
H 1.3934 -2.1067 4.9498 0.100 0.227 0.035
H 2.8740 -1.8840 5.8879 -0.108 0.068 -0.051
H 3.6991 0.9175 4.8967 0.064 -0.160 -0.117
H 4.7897 -0.4759 5.0149 -0.067 0.125 -0.068
H 4.6512 0.4019 3.4839 -0.100 -0.068 0.181
C -3.4757 1.3241 -5.7170 -0.271 0.463 -0.079
N -2.7892 0.7454 -4.5845 0.296 -0.539 0.035
C -2.2636 -0.5156 -4.6517 -0.431 -0.857 -1.011
O -2.3692 -1.2898 -5.6000 0.364 1.215 1.548
C -1.5703 -0.7932 -3.3132 -0.588 -0.722 -0.355
C -0.0643 -1.0089 -3.4503 0.509 0.158 0.081
C 0.2429 -2.2863 -4.2000 0.211 -0.021 -0.081
C 0.9917 -2.2395 -5.3820 -0.497 -0.203 0.131
C 1.1054 -3.3882 -6.1688 0.019 0.029 0.205
C 0.5229 -4.5876 -5.7441 -0.016 0.192 0.216
C -0.1369 -4.6540 -4.5090 0.126 0.340 0.014
C -0.2654 -3.5004 -3.7287 0.030 -0.009 -0.464
N -1.9083 0.3977 -2.5362 0.759 0.141 2.631
C -1.5716 0.4844 -1.2355 -0.315 -0.850 -2.316
C -1.6974 1.6497 -0.4942 -0.099 1.461 1.596
C -1.4430 1.7670 0.8625 0.209 -0.419 -1.462
C -1.6143 3.0160 1.5647 -0.279 1.963 0.874
C -1.1488 3.2267 2.9043 0.064 -0.734 -0.956
C -1.2799 4.4419 3.5483 -0.421 1.052 -0.131
C -1.8975 5.5203 2.8799 0.308 -2.385 -1.059
N -2.1341 6.7523 3.5435 -0.694 3.792 1.760
O -2.7165 7.6576 2.8981 1.174 -1.961 1.109
O -1.7738 6.9008 4.7323 -0.526 -0.803 -2.403
C -2.3529 5.3683 1.5578 0.115 0.146 0.634
C -2.2415 4.1401 0.9347 0.420 -0.711 0.224
C -2.5726 1.4581 -3.3289 -0.187 0.564 -0.754
C -1.6670 2.6759 -3.5764 0.252 -0.073 -0.043
C -3.9150 1.9073 -2.7380 -0.085 -0.351 0.122
H -3.4924 0.5844 -6.5195 0.031 0.080 0.197
H -4.5033 1.5961 -5.4501 0.126 -0.131 -0.102
H -2.9692 2.2304 -6.0712 -0.014 -0.206 0.029
H -2.0379 -1.6887 -2.8605 0.157 0.463 -0.164
H 0.3708 -0.1424 -3.9761 -0.070 -0.264 0.175
H 0.3812 -1.0378 -2.4407 -0.137 0.037 -0.224
H 1.4282 -1.2843 -5.6913 -0.170 -0.397 -0.039
H 1.6397 -3.3315 -7.1193 -0.163 -0.116 0.309
H 0.5848 -5.4746 -6.3734 0.016 0.216 0.174
H -0.5678 -5.5897 -4.1539 0.149 0.197 -0.162
H -0.8002 -3.5172 -2.7722 0.172 -0.178 -0.357
H -1.1644 -0.4239 -0.7793 -0.098 0.191 -0.118
H -1.9921 2.5496 -1.0249 0.030 -0.423 0.276
H -1.0338 0.9096 1.3885 -0.205 0.154 -0.065
H -0.6571 2.4070 3.4323 -0.102 0.199 -0.278
H -0.9198 4.6043 4.5640 -0.124 -0.149 -0.273
H -2.7959 6.2231 1.0554 -0.009 -0.232 0.125
H -2.6650 4.0478 -0.0636 0.129 0.055 0.241
H -0.7983 2.3841 -4.1820 -0.224 0.113 0.142
H -2.2453 3.4421 -4.1100 0.250 -0.224 0.105
H -1.3017 3.1134 -2.6440 -0.047 0.020 -0.265
H -4.6028 1.0534 -2.6949 0.090 0.235 -0.001
H -3.7953 2.3078 -1.7292 -0.151 -0.017 -0.212
H -4.3440 2.6939 -3.3721 0.105 -0.276 0.180
```
Positions in Å, forces in eV/Å.

Values from the calculation:
Highest occupied orbital energy, eV: -11.03
DFT total energy, eV: -58646.749
Total charge: +1
Orbital gap, eV: 5.8133
Multiplicity: 1
Max |F|, eV Å⁻¹: 4.2

---

ORCA calculation (the ωB97M-V functional and the def2-TZVPD basis) on one molecule with the formula C10H20N2O4 at a distorted geometry.

Geometry as XYZ:
```
36
Properties=species:S:1:pos:R:3:forces:R:3
C -4.4002 -0.7218 -1.0283 1.421 -0.033 2.462
C -3.3027 0.3738 -0.6602 0.813 0.068 0.144
C -2.0887 0.3712 0.3741 1.220 -1.158 0.541
C -1.3948 1.8503 0.8301 0.150 -1.178 -1.032
C -0.9056 -0.8226 0.0028 0.083 3.334 0.526
N -1.5084 -2.0197 -0.4116 -0.946 -2.323 2.678
C 0.0596 -1.0923 1.2370 -4.491 1.272 -1.722
O -0.5527 -1.5438 2.1799 0.937 -0.838 0.994
N 1.3199 -0.6760 1.2688 0.341 0.456 -2.069
C 2.1296 -0.3175 0.0968 0.529 -0.233 1.835
C 3.0304 -1.4318 -0.2623 2.715 3.203 -0.713
O 3.2636 -2.3975 0.3732 -0.403 -1.952 0.637
O 3.9419 -1.0174 -1.2616 0.102 -4.827 1.858
C 2.8170 1.1062 0.3578 -1.350 -1.292 2.077
C 3.2267 1.7256 -0.8723 1.047 -0.052 -2.595
O 1.7452 1.8485 0.9335 0.362 -0.571 -0.374
H -4.0677 -1.7647 -1.2793 0.021 1.425 -0.409
H -5.1189 -0.2337 -1.7096 0.330 -0.581 0.354
H -4.7956 -0.8552 -0.0133 -1.023 -0.251 -0.386
H -2.9828 0.7519 -1.5552 1.570 0.643 -2.759
H -3.8217 1.2562 -0.3641 -1.078 0.550 0.819
H -2.6493 0.1051 1.2572 0.556 -0.860 0.758
H -1.8086 2.5502 0.0510 0.973 -0.213 0.922
H -0.2351 1.8273 0.8916 -2.693 0.220 -0.970
H -1.6035 2.2397 1.8678 -0.652 -0.802 -1.098
H -0.3578 -0.5046 -0.8586 0.358 1.046 -0.536
H -0.8088 -2.6364 -0.8119 0.055 0.019 -0.311
H -1.6204 -2.4327 0.5688 -0.780 -0.219 -1.717
H 1.7209 -1.1189 2.0292 1.901 -0.598 1.868
H 1.5222 -0.2164 -0.7419 -1.415 0.655 -1.278
H 4.4741 -1.9374 -1.0926 -0.694 3.076 -1.466
H 3.5908 0.9942 1.1320 0.147 -0.040 -0.367
H 2.3600 1.5706 -1.6288 1.922 0.420 0.774
H 4.2311 1.2934 -1.1140 -1.151 0.077 -0.736
H 3.4674 2.7716 -0.7659 -0.477 0.484 0.244
H 1.1230 1.1045 0.9803 -0.403 1.073 1.047
```
Positions in Å, forces in eV/Å.

Values from the calculation:
Highest occupied orbital energy, eV: -9.37
SMILES: CC[C@H](C)[C@H](N)C(=O)N[C@H](C(=O)O)[C@@H](C)O
DFT total energy, eV: -21861.060
Total charge: 0
Orbital gap, eV: 9.7015
Multiplicity: 1
Energy relative to the best compared isomer or geometry (same formula, charge and spin), kcal/mol: 123.70
Max |F|, eV Å⁻¹: 5.2

---

ORCA calculation (the ωB97M-V functional and the def2-TZVPD basis) on a 2-piece molecular cluster, C3H8N2O2 overall at a distorted geometry.

Geometry as XYZ:
```
15
Properties=species:S:1:pos:R:3:forces:R:3
H -2.8452 -0.2069 -1.3615 0.043 -0.149 0.116
N -1.8509 -0.3291 -1.1794 -0.129 -0.100 -0.148
C -1.5341 -0.2390 0.0457 -0.165 0.988 -0.366
O -2.3987 -0.0577 1.0919 0.144 -0.112 0.049
C -0.1438 -0.1642 0.4912 0.384 -1.863 -0.401
C 0.8603 -0.5802 -0.3916 -0.935 -0.272 1.074
N 2.0200 -1.1307 -0.0062 -0.074 0.461 -0.141
H -3.3096 -0.0697 0.7731 0.111 -0.036 -0.089
H 0.0017 -0.3597 1.5477 0.120 0.178 0.065
H 0.6816 -0.4773 -1.4510 0.021 -0.117 -0.120
H 2.8018 -1.1074 -0.6392 -0.051 0.005 -0.056
H 2.2666 -1.0872 0.9701 -0.073 -0.043 0.001
O 1.3615 1.8406 -0.2256 -1.891 -0.914 0.526
H 1.6791 2.6662 0.1578 -0.585 -0.138 0.182
H 0.4097 1.3024 0.1772 3.080 2.113 -0.691
```
Positions in Å, forces in eV/Å.

Values from the calculation:
Highest occupied orbital energy, eV: -8.44
SMILES: [H]/N=C(O)/C=C/N.O
DFT total energy, eV: -10314.332
Total charge: 0
Orbital gap, eV: 9.2555
Multiplicity: 1
Energy relative to the best compared isomer or geometry (same formula, charge and spin), kcal/mol: 60.43
Max |F|, eV Å⁻¹: 3.8

---

Question: orbital gap of number 3 (C10H20N2O4)?
Answer: 9.7015 eV

---

Question: Among the records above, which one has the lowest max |F|?
Answer: C3H8N2O2